# C40H34HfN4O5P

A molecular structure, C40H34HfN4O5P (ωB97M-V with the def2-TZVPD basis set, the Open Molecules 2025 dataset).

```
! wB97M-V def2-TZVPD RIJCOSX def2/J DEFGRID3
* xyz 1 1
C -3.85 4.25 2.11
C -1.13 0.12 -3.95
H 3.62 -2.82 -1.92
C -0.37 -0.22 4.13
C 0.08 -2.60 -3.53
C -4.45 -0.77 -0.70
O -3.51 0.06 -1.12
H -2.38 4.00 -1.57
C 0.90 0.37 4.15
H 3.87 -3.91 0.03
C 1.96 -3.54 0.88
C 1.00 -5.18 2.37
H 3.26 -3.63 -4.12
C 3.21 -5.54 1.36
C -5.64 3.47 0.67
C 3.47 -1.27 0.34
H 1.20 2.21 0.16
H 0.62 3.69 -0.98
C 5.46 -0.98 1.69
H -2.20 -0.47 3.02
C 1.53 -2.11 -1.65
H -5.91 4.75 2.39
Hf -2.03 0.86 0.30
H 4.13 -6.15 1.26
N -0.71 3.00 0.49
C -4.72 2.72 -0.01
C -2.96 3.57 1.31
C -1.10 0.14 -2.59
H 5.70 0.78 -1.26
C 0.43 1.29 2.00
H 2.24 -6.87 2.77
H -6.68 3.33 0.43
C -0.90 -1.10 -1.75
H 7.06 0.13 0.86
H -0.42 4.94 -0.31
C 5.30 0.04 -0.50
H -1.11 -0.77 -4.54
H -0.99 4.60 -2.58
C -4.35 -0.86 0.96
P 1.78 -1.89 0.18
C 0.89 -4.00 1.66
O -3.36 -0.03 1.43
H 6.04 -1.25 2.58
N -0.80 0.72 2.03
H 1.10 -3.48 -5.25
C -5.19 4.15 1.83
H -0.01 -3.42 1.77
H 1.10 3.30 1.56
H 3.65 -1.94 2.35
C 1.35 0.98 2.96
C -1.07 2.50 -4.03
H 2.38 1.31 2.84
N -1.26 1.30 -1.91
C 2.41 -3.20 -3.58
H 0.19 -5.47 3.02
C 3.11 -4.29 0.71
O -5.08 -1.56 1.62
C 3.98 -0.39 -0.66
C -1.53 3.68 1.54
H -1.14 3.43 -4.52
H -4.98 2.06 -0.84
C -0.41 3.91 -0.65
H -1.20 4.73 1.57
H -3.44 4.82 2.90
N -3.37 2.77 0.29
H -0.95 -2.64 -3.90
C 4.16 -1.41 1.56
C -1.33 3.79 -1.87
C 0.60 2.49 1.03
H 3.41 -0.14 -1.58
H -1.74 -1.78 -1.96
H -0.99 1.24 -5.78
O -0.88 -0.75 -0.39
H 1.54 0.27 4.99
C 2.17 -5.95 2.18
C -1.11 1.30 -4.69
O -5.27 -1.41 -1.32
C 6.05 -0.21 0.68
C -1.23 -0.01 3.08
C 2.58 -2.77 -2.29
C 0.29 -1.91 -2.33
C -1.22 2.46 -2.62
C 1.17 -3.15 -4.22
H -0.72 -0.93 4.87
H -1.32 3.19 2.51
*
```

Properties
Gap between HOMO and LUMO = 6.1978 eV
Energy above the lowest of the compared OMol25 structures with the same formula, charge and spin = 0.0 kcal/mol
DFT total energy = -2529.243360 hartree

Now the Löwdin charges, all in e:
1. C 0.0021
2. C 0.0087
3. H 0.1149
4. C -0.0148
5. C -0.0490
6. C -0.4756
7. O -0.1881
8. H 0.1119
9. C 0.0149
10. H 0.0994
11. C -0.3980
12. C -0.0706
13. H 0.1180
14. C -0.0667
15. C -0.0018
16. C -0.4046
17. H 0.1309
18. H 0.1287
19. C -0.0961
20. H 0.1150
21. C -0.2601
22. H 0.1270
23. Hf 1.7155
24. H 0.1161
25. N -0.2163
26. C -0.0680
27. C -0.2690
28. C -0.1973
29. H 0.1120
30. C -0.2352
31. H 0.1066
32. H 0.1178
33. C -0.3248
34. H 0.0937
35. H 0.1232
36. C -0.0880
37. H 0.0982
38. H 0.1381
39. C -0.4041
40. P 1.0952
41. C -0.1111
42. O -0.2471
43. H 0.1097
44. N -0.0561
45. H 0.1075
46. C 0.0048
47. H 0.0921
48. H 0.1412
49. H 0.1007
50. C 0.0026
51. C -0.0029
52. H 0.1352
53. N 0.0673
54. C -0.0896
55. H 0.0979
56. C -0.0873
57. O 0.1335
58. C -0.1103
59. C -0.1259
60. H 0.1040
61. H 0.1304
62. C -0.1522
63. H 0.1490
64. H 0.1211
65. N -0.0015
66. H 0.1236
67. C -0.1244
68. C -0.1041
69. C -0.0712
70. H 0.1096
71. H 0.1569
72. H 0.1314
73. O -0.3358
74. H 0.1168
75. C -0.0812
76. C -0.0095
77. O 0.1107
78. C -0.0796
79. C -0.0703
80. C -0.1166
81. C -0.1371
82. C -0.2137
83. C -0.0489
84. H 0.1232
85. H 0.1472

***

# C40H34IrN3O3P

A molecular structure, C40H34IrN3O3P (ωB97M-V with the def2-TZVPD basis set, the Open Molecules 2025 dataset).

```
! wB97M-V def2-TZVPD RIJCOSX def2/J DEFGRID3
* xyz 0 2
C -3.43 -1.22 -2.17
H 0.80 -5.46 -1.86
C 1.65 -2.53 -0.33
C -3.72 3.46 2.04
C -1.74 1.33 -2.30
H -0.41 -0.08 -3.21
C 0.95 -1.49 2.67
N 2.51 -0.26 -0.23
C -4.49 -2.10 -2.26
C -3.51 -1.39 0.22
C 4.05 -2.04 -0.59
C 0.26 -1.22 1.30
H 2.76 -0.36 2.26
C 4.84 0.22 -0.54
C 3.53 0.62 -0.31
C 3.71 4.23 0.81
H -3.01 -0.79 -3.07
H -4.88 -2.36 -3.24
C -1.06 1.41 -4.60
H -4.20 4.20 2.66
N 0.44 -2.28 0.34
H -0.71 -0.62 3.78
H -1.54 -2.84 0.57
H -3.02 2.92 -1.65
H 4.46 4.95 1.11
H -5.00 -2.69 1.02
H 5.19 2.79 0.19
O 7.41 -0.87 -0.45
C -1.01 0.81 -3.36
C -2.55 1.52 0.45
H 4.28 -3.10 -0.63
C -5.06 -2.63 -1.12
C -0.61 -3.10 0.09
C 1.37 3.53 0.50
H 0.72 3.98 -0.28
C 0.64 -2.91 3.15
H 2.70 -3.94 -1.54
H 2.95 -2.11 2.09
H 5.65 0.92 -0.58
H -0.50 1.00 -5.43
Ir 0.71 0.65 0.32
C 2.47 -1.33 2.67
H -1.43 -4.80 -0.87
H -4.53 1.13 -0.28
C 5.08 -1.15 -0.66
C 0.70 -4.57 -1.26
C -0.34 2.15 1.21
H 1.08 -3.65 2.49
C -0.55 -4.21 -0.70
O 6.61 -2.80 -1.30
H -5.57 2.88 1.10
N 1.87 2.27 0.00
C -2.95 -0.83 -0.93
C -1.81 2.57 -4.78
H -3.09 4.01 -3.85
C -1.73 2.31 1.30
C -4.51 2.69 1.18
H -1.83 3.06 -5.74
C -4.56 -2.28 0.12
C 1.76 -3.73 -1.06
C -2.48 2.49 -2.48
H -0.44 -3.09 3.20
C 4.14 2.99 0.29
H -0.81 -1.24 1.55
C 2.73 -1.59 -0.38
C 3.19 2.03 -0.03
H -5.91 -3.30 -1.20
H 2.85 -1.39 3.69
P -1.66 0.44 -0.70
H 0.84 -0.59 4.64
C -3.92 1.72 0.40
C 0.37 -0.48 3.67
C 2.40 4.51 0.95
O 0.47 3.20 1.59
C -2.51 3.10 -3.72
C -2.37 3.29 2.11
H -1.76 3.89 2.76
H -3.15 -1.07 1.19
C 6.59 -1.68 -0.83
H 1.05 -3.06 4.15
H 0.54 0.54 3.31
H 2.03 5.41 1.40
*
```

Properties
<S²> = 0.807
Gap between HOMO and LUMO (alpha / beta) = 4.8044 / 5.3799 eV
DFT total energy = -2380.251818 hartree

Now the Löwdin charges, all in e:
1. C -0.0684
2. H 0.1191
3. C -0.0771
4. C -0.0674
5. C -0.3543
6. H 0.1044
7. C -0.5825
8. N -0.0213
9. C -0.0707
10. C -0.1406
11. C 0.0477
12. C -0.3218
13. H 0.0761
14. C 0.0840
15. C -0.1853
16. C -0.0884
17. H 0.0974
18. H 0.1071
19. C -0.0748
20. H 0.1072
21. N 0.0039
22. H 0.0833
23. H 0.1101
24. H 0.0985
25. H 0.1058
26. H 0.1086
27. H 0.0973
28. O 0.0040
29. C -0.1156
30. C -0.3122
31. H 0.1168
32. C -0.0765
33. C -0.0474
34. C -0.3378
35. H 0.1529
36. C -0.0468
37. H 0.1231
38. H 0.0799
39. H 0.1204
40. H 0.1068
41. Ir 1.1672
42. C -0.0433
43. H 0.1161
44. H 0.1170
45. C -0.0548
46. C -0.0092
47. C -0.2759
48. H 0.0796
49. C -0.0127
50. O -0.0077
51. H 0.1060
52. N -0.0816
53. C -0.3565
54. C -0.0765
55. H 0.1062
56. C -0.2213
57. C -0.0574
58. H 0.1052
59. C -0.0737
60. C 0.0249
61. C -0.0662
62. H 0.0831
63. C -0.0318
64. H 0.0702
65. C -0.2091
66. C -0.2635
67. H 0.1049
68. H 0.0935
69. P 1.0569
70. H 0.0886
71. C -0.0966
72. C -0.0555
73. C -0.0235
74. O -0.0607
75. C -0.0712
76. C 0.0006
77. H 0.1190
78. H 0.1084
79. C -0.7204
80. H 0.0903
81. H 0.0636
82. H 0.1023

***

# C40H34N9O3Ta

A molecular structure, C40H34N9O3Ta (ωB97M-V with the def2-TZVPD basis set, the Open Molecules 2025 dataset).

```
! wB97M-V def2-TZVPD RIJCOSX def2/J DEFGRID3
* xyz 4 1
C 5.02 -2.97 3.69
C 2.09 -0.09 -2.34
C -0.09 -2.69 -2.62
C 0.46 4.17 0.55
C -3.77 -0.30 -0.75
H -7.11 2.25 -3.39
C 4.90 -3.15 5.08
H 4.96 -2.42 1.00
C -0.02 6.51 0.30
C 2.31 3.28 1.82
C -5.07 1.17 -4.62
H -3.10 -0.31 4.53
O -0.31 5.12 0.03
H -1.46 0.27 -3.54
C -2.90 -2.83 -1.55
H -0.65 7.08 -0.37
H 2.49 -2.33 4.52
H 8.25 -4.02 3.47
C 0.12 2.85 0.17
H -6.54 3.93 -3.40
H -2.44 -0.76 -5.57
N 4.22 -1.04 -2.68
C 1.54 4.37 1.41
N -1.24 -1.04 5.02
H 1.03 6.74 0.10
C -2.49 0.48 -3.83
C -2.12 -0.57 4.15
C -4.55 1.72 -3.45
C -4.25 -2.58 -1.35
N 7.13 -3.92 5.20
H -5.73 -1.14 -0.75
H -2.56 -3.82 -1.83
H 3.17 3.45 2.46
H 1.79 5.36 1.74
H -0.10 -2.03 -3.48
H -1.22 3.72 -1.03
H -4.10 0.66 -0.39
N -0.56 -0.74 2.38
C 0.33 -1.24 3.25
C 6.25 -3.29 3.10
C -1.99 -1.80 -1.38
H -6.05 1.45 -4.98
H 2.65 1.19 1.73
C -3.24 1.38 -3.07
N 1.81 -1.31 1.39
C 7.29 -3.77 3.90
C 1.66 -1.59 2.72
C 3.09 -1.25 -0.60
H 0.93 -2.99 -2.39
C -4.32 0.27 -5.36
H -2.49 -0.04 2.08
H 3.27 0.08 -4.14
C -2.41 -0.52 -1.00
C 5.99 -3.63 5.80
C -1.79 -0.42 2.81
H 6.44 -3.18 2.04
C 2.66 -2.14 3.47
C 3.20 -0.32 -3.13
Ta 0.28 -0.30 0.19
H 5.93 -3.79 6.87
C 3.00 -1.64 0.81
N -2.70 2.09 -1.97
C -6.53 2.99 -2.85
N 2.03 -0.57 -1.08
H 1.25 0.49 -2.70
H 3.99 -2.93 5.62
O -0.60 -1.99 -1.45
C -0.04 -1.39 4.59
H -4.73 -0.15 -6.27
H -6.97 3.14 -1.87
C -4.68 -1.32 -0.94
N -1.40 0.49 -0.81
C 2.00 2.00 1.42
H 0.63 -1.79 5.34
C -3.03 -0.08 -4.96
C -1.69 1.77 -1.18
C 0.87 1.75 0.61
C 3.91 -2.45 2.90
H -4.96 -3.39 -1.48
N -0.96 2.79 -0.71
C 4.18 -1.50 -1.44
H -3.08 3.03 -1.88
H -0.27 6.76 1.34
C 4.04 -2.20 1.52
H 5.03 -2.08 -1.12
H -0.69 -3.58 -2.82
O -5.17 2.57 -2.63
*
```

Properties
Gap between HOMO and LUMO = 3.8506 eV
DFT total energy = -2318.825869 hartree

Now the Löwdin charges, all in e:
1. C -0.1551
2. C -0.0569
3. C 0.0136
4. C -0.2137
5. C -0.0108
6. H 0.0931
7. C 0.0290
8. H 0.1177
9. C 0.0149
10. C -0.0160
11. C 0.0337
12. H 0.1449
13. O -0.0692
14. H 0.1028
15. C 0.0332
16. H 0.1115
17. H 0.1159
18. H 0.1341
19. C -0.1508
20. H 0.1133
21. H 0.1166
22. N 0.1752
23. C 0.0728
24. N 0.1659
25. H 0.1101
26. C -0.0308
27. C -0.0226
28. C -0.2208
29. C 0.0106
30. N 0.1260
31. H 0.1357
32. H 0.1365
33. H 0.1363
34. H 0.1384
35. H 0.1059
36. H 0.1734
37. H 0.1351
38. N 0.0050
39. C -0.1619
40. C 0.0280
41. C -0.2399
42. H 0.1265
43. H 0.0941
44. C -0.1735
45. N -0.0344
46. C -0.0673
47. C -0.1713
48. C -0.1488
49. H 0.1008
50. C -0.0184
51. H 0.1177
52. H 0.1471
53. C -0.2516
54. C -0.0668
55. C -0.0428
56. H 0.1104
57. C 0.1041
58. C -0.0222
59. Ta 2.0813
60. H 0.1343
61. C -0.1805
62. N 0.1789
63. C 0.0011
64. N -0.0445
65. H 0.1265
66. H 0.1113
67. O -0.2320
68. C 0.0069
69. H 0.1314
70. H 0.1039
71. C -0.0027
72. N -0.0438
73. C -0.1125
74. H 0.1411
75. C -0.0519
76. C -0.3007
77. C -0.2041
78. C -0.0465
79. H 0.1389
80. N 0.1858
81. C 0.0107
82. H 0.1843
83. H 0.1160
84. C 0.1057
85. H 0.1448
86. H 0.1066
87. O -0.0747